Entry 1:
Below is a single C3H7NO2 molecule at a distorted geometry, with properties calculated with ωB97M-V with the def2-TZVPD basis set.

**DFT total energy**: -8808.759 eV
**Orbital gap**: 0.3857 hartree
**Maximum force**: 2.80 eV/A
**SMILES**: COCC(N)=O
**Relative energy (zero: lowest compared OMol25 entry of this formula, charge and spin)**: 40.8 kcal/mol

```
! wB97M-V def2-TZVPD RIJCOSX def2/J DEFGRID3
* xyz 0 1
C 1.9776 0.7919 0.1193
O 0.5888 0.7168 0.3556
C 0.0217 -0.4221 -0.2134
C -1.3191 -0.7845 0.3922
N -2.2844 0.0259 -0.0603
O -1.4695 -1.7386 1.1216
H 2.2256 0.8800 -0.9504
H 2.5037 -0.0859 0.5244
H 2.3232 1.6858 0.6377
H 0.6590 -1.2996 -0.0725
H -0.2003 -0.2530 -1.3717
H -3.2469 -0.2054 0.2237
H -1.7795 0.6888 -0.7062
*
```

Results of the Mulliken charge analysis, in e, for atoms 1 through 2: atom 1 (C): -0.6963, atom 2 (O): -0.2998

=====

Entry 2:
Below is 3 unconnected molecules or ions with the total composition C3H10O3 at a distorted geometry, with properties calculated with ωB97M-V with the def2-TZVPD basis set.

**DFT total energy**: -9414.496 eV
**Orbital gap**: 0.3346 hartree
**Maximum force**: 2.08 eV/A
**SMILES**: C/C=C/O.O.O
**Relative energy (zero: lowest compared OMol25 entry of this formula, charge and spin)**: 23.9 kcal/mol

```
! wB97M-V def2-TZVPD RIJCOSX def2/J DEFGRID3
* xyz 0 1
C 0.8850 1.6579 -0.9307
C -0.1068 1.2345 0.0927
C -0.2833 -0.0179 0.5140
O -1.1666 -0.2697 1.5645
H 1.4830 2.5485 -0.7627
H 1.5670 0.8223 -1.1351
H 0.3370 1.7850 -1.8780
H -0.7136 1.9932 0.5849
H 0.3482 -0.8089 0.1168
H -1.3359 -1.2035 1.3665
O 3.6035 -1.3615 0.0586
H 4.1656 -0.6249 -0.1794
H 3.6151 -1.4139 1.0309
O -3.8122 -1.3082 -0.3238
H -4.0833 -2.2075 -0.2612
H -4.5028 -0.8254 0.1419
*
```

Results of the Mulliken charge analysis, in e, for atoms 1 through 2: atom 1 (C): -0.9915, atom 2 (C): -0.0846

=====

Entry 3:
Below is a molecular structure, C18H31BF4N3O5Si2Tc, with properties calculated with ωB97M-V with the def2-TZVPD basis set.

**⟨S²⟩**: 0.982
**DFT total energy**: -63390.604 eV
**Orbital gap (spin up / spin down)**: 0.2460 / 0.2839 hartree
**Maximum force**: 0.70 eV/A

```
! wB97M-V def2-TZVPD RIJCOSX def2/J DEFGRID3
* xyz -1 2
Tc 0.1136 -0.1547 0.5067
O 0.2569 -2.1448 -0.0508
C 0.6322 -2.9516 1.0719
C -0.3793 -2.7663 2.1954
N -1.0081 -1.4186 2.1140
C -2.4605 -1.5916 1.9355
C -2.9481 -2.1871 0.6043
O -4.1627 -2.3242 0.5213
O -2.1080 -2.4066 -0.3424
C -0.7885 -0.6078 3.3352
C -0.8667 0.8890 3.0322
O -1.2943 1.6648 3.8585
O -0.4466 1.2433 1.8412
H -0.8610 -2.2981 -0.1811
H 1.6194 -2.6506 1.3960
H 0.6654 -3.9945 0.7502
H 0.1150 -2.8964 3.1573
H -1.1674 -3.5128 2.1111
H -2.9121 -0.6185 2.0496
H -2.8629 -2.2128 2.7426
H 0.2017 -0.8028 3.7323
H -1.5199 -0.8576 4.1062
C 4.3546 1.0870 -0.4586
Si 3.1424 -0.2319 -0.9821
C 3.3743 -0.8275 -2.7546
C 3.5575 -1.8041 -0.0730
N 1.4686 0.4172 -0.8162
C 0.9917 1.1459 -1.8670
C 1.7705 1.8084 -2.8420
C 1.1729 2.4752 -3.8787
C -0.2271 2.4985 -3.9817
C -1.0035 1.9249 -3.0076
C -0.4143 1.2816 -1.8919
N -1.0675 0.7906 -0.7835
Si -2.7617 1.4078 -0.6269
C -3.8259 0.5179 -1.8879
C -3.7453 1.2328 0.9469
C -2.6557 3.2788 -0.7714
H 5.3762 0.7006 -0.5172
H 4.1580 1.3333 0.5883
H 4.2977 2.0054 -1.0450
H 4.3697 -1.2767 -2.8283
H 3.2651 -0.1045 -3.5604
H 2.6474 -1.6279 -2.9258
H 4.5827 -2.0167 -0.4003
H 2.9379 -2.6352 -0.4114
H 3.5734 -1.7526 1.0098
H 2.8485 1.8153 -2.7556
H 1.7807 2.9849 -4.6160
H -0.6999 2.9919 -4.8217
H -2.0758 1.9823 -3.1006
H -3.8300 -0.5406 -1.6056
H -3.5113 0.5801 -2.9285
H -4.8562 0.8790 -1.8141
H -4.2628 0.2803 1.0453
H -4.5271 1.9877 0.7947
H -3.2203 1.5076 1.8621
H -2.0516 3.6759 -1.5840
H -2.2293 3.6384 0.1705
H -3.6648 3.6944 -0.8524
F 2.5263 -1.8470 3.4964
B 2.6653 -0.4975 3.1520
F 1.8246 -0.3152 1.9237
F 2.1650 0.3385 4.1268
F 3.9609 -0.1846 2.7864
*
```

Results of the Mulliken charge analysis, in e, for atoms 1 through 2: atom 1 (Tc): 0.1550, atom 2 (O): -0.6638

=====

Entry 4:
Below is a molecular structure, C27H58MnNP3 at a distorted geometry, with properties calculated with ωB97M-V with the def2-TZVPD basis set.

**⟨S²⟩**: 8.835
**DFT total energy**: -89611.178 eV
**Orbital gap (spin up / spin down)**: 0.1279 / 0.2813 hartree
**Maximum force**: 6.13 eV/A

```
! wB97M-V def2-TZVPD RIJCOSX def2/J DEFGRID3
* xyz 0 6
P -0.0075 -2.1986 -1.4299
P -0.2484 1.1013 -0.9830
C -0.3348 -1.0437 -2.8070
C 0.1632 0.3742 -2.6109
H -1.4029 -1.0663 -3.0653
H 0.1990 -1.4533 -3.6642
H 1.2480 0.4552 -2.7828
H -0.3315 1.0319 -3.3270
C -1.9628 1.6845 -1.2695
H -2.2866 2.2714 -0.3985
H -2.6431 0.8274 -1.3953
H -1.9908 2.3090 -2.1741
C 0.8523 2.5532 -0.9988
H 0.7362 3.0738 -1.9546
H 1.8930 2.2177 -0.8932
H 0.6020 3.2275 -0.1718
C -1.1758 -3.5422 -1.7631
H -1.1193 -4.2921 -0.9622
H -0.9367 -4.0248 -2.7231
H -2.2025 -3.1497 -1.7996
C 1.6303 -2.8920 -1.8154
H 2.3900 -2.0991 -1.8308
H 1.6066 -3.3977 -2.7837
H 1.8975 -3.6149 -1.0341
Mn -0.1022 -0.7536 0.3103
C 0.3954 0.8440 -5.5785
C -0.9482 0.9256 -5.4922
C -1.8686 0.2155 -6.4304
C -1.4979 -1.2556 -6.7682
C -0.7475 -2.0211 -5.7210
C 0.5933 -2.1257 -5.6640
C 1.5214 -1.3120 -6.5088
C 1.1430 0.1842 -6.6962
C -0.1479 -2.5897 1.1431
H 1.0482 1.3937 -4.8883
H -1.4421 1.6639 -4.8508
H -1.9404 0.7735 -7.3825
H -2.8801 0.2317 -5.9970
H -2.4491 -1.7896 -6.9252
H -0.9568 -1.2726 -7.7265
H -1.3886 -2.5846 -5.0327
H 1.0743 -2.9213 -5.0830
H 1.6149 -1.7618 -7.5130
H 2.5262 -1.3607 -6.0606
H 2.0941 0.7343 -6.7935
H 0.6100 0.3034 -7.6523
H 0.7276 -2.4650 1.7880
H -0.1159 -3.5841 0.6811
H -1.0653 -2.4921 1.7415
C 0.1815 -0.2427 6.1014
C -0.3461 -0.6749 4.7124
C 0.2309 -2.0717 4.4542
C -1.8699 -0.8671 4.7946
P 0.1034 0.5968 3.3959
N -0.0940 0.0081 1.8808
C -1.0552 2.0661 3.5354
C -1.2284 2.5240 4.9945
C -0.5133 3.2420 2.7105
C -2.4359 1.7024 2.9510
C 1.9229 1.0531 3.4628
C 2.2479 1.8862 4.7142
C 2.7673 -0.2364 3.4623
C 2.3480 1.8647 2.2264
H -0.2888 -0.8948 6.8488
H -0.0879 0.7838 6.3611
H 1.2649 -0.3774 6.1920
H -0.0476 -2.6866 5.3241
H -0.1908 -2.5306 3.5590
H 1.3201 -2.0976 4.3841
H -2.4009 0.0088 5.1819
H -2.2917 -1.1641 3.8247
H -2.0561 -1.6906 5.4992
H -0.2762 2.8229 5.4459
H -1.8695 3.4168 4.9916
H -1.7156 1.7708 5.6227
H -0.3292 2.9425 1.6693
H -1.2733 4.0379 2.7037
H 0.3943 3.6833 3.1387
H -2.3375 1.3007 1.9365
H -2.9805 0.9821 3.5669
H -3.0427 2.6191 2.9149
H 2.1238 1.3246 5.6451
H 3.3033 2.1866 4.6558
H 1.6592 2.8080 4.7702
H 2.4865 -0.9080 2.6428
H 3.8186 0.0508 3.3103
H 2.7310 -0.7805 4.4124
H 1.9896 1.4183 1.2934
H 2.0176 2.9082 2.2628
H 3.4474 1.8814 2.1842
*
```

Results of the Mulliken charge analysis, in e, for atoms 1 through 2: atom 1 (P): 1.7705, atom 2 (P): 1.3145

=====

Entry 5:
Below is a molecular structure, C2H2FOPb at a distorted geometry, with properties calculated with ωB97M-V with the def2-TZVPD basis set.

**DFT total energy**: -12109.522 eV
**Orbital gap**: 0.2185 hartree
**Maximum force**: 5.09 eV/A
**Relative energy (zero: lowest compared OMol25 entry of this formula, charge and spin)**: 17.2 kcal/mol

```
! wB97M-V def2-TZVPD RIJCOSX def2/J DEFGRID3
* xyz 1 1
C -0.1985 0.4074 -0.0485
C -0.6646 -0.7601 0.4299
F -1.1039 1.3503 -0.4383
O 0.8982 0.4940 -0.7326
H -1.7302 -0.9750 0.3934
H 0.0305 -1.5119 0.7984
Pb 2.7686 0.9953 -0.4024
*
```

Results of the Mulliken charge analysis, in e, for atoms 1 through 2: atom 1 (C): 0.5456, atom 2 (C): -0.5225

=====

The lowest DFT total energy belongs to which entry?
C27H58MnNP3